# C3H6BClO2

2 unconnected molecules or ions with the total composition C3H6BClO2 (the ωB97M-V functional and the def2-TZVPD basis, the OMol25 dataset).

CARTESIAN COORDINATES (ANGSTROEM)
1 B -1.31207 1.51622 -0.00652
2 C 1.12839 -1.61298 -0.36373
3 C 0.61857 -0.38496 -0.50936
4 C -0.35059 0.22491 0.34464
5 O -0.71298 2.45785 -0.70260
6 O -2.62434 1.55078 0.18949
7 Cl -2.73211 -1.85188 -0.13623
8 H 1.80881 -2.19926 -0.97002
9 H 1.05564 -2.07377 0.61505
10 H 0.82485 0.22946 -1.43012
11 H -0.53371 -0.29545 1.29798
12 H -1.39953 3.07880 -0.96672
13 H -2.87920 0.91977 0.78680

Orbital gap (alpha / beta), eV: 7.68 / 5.24
Total charge: 0
Calculated total energy, eV: -20501.5587
HOMO (alpha / beta), eV: -9.77 / -8.44
ΔE to the lowest compared entry with this formula, charge and spin, kcal per mole: 64.0
LUMO energy (alpha / beta), eV: -2.08 / -3.20